Record 1
{"formula": "C37H51Br42NO", "method": "ωB97M-V/def2-TZVPD", "e_lumo_ev": -0.4, "fmax_ha_per_bohr": 0.1017, "spin_multiplicity": 1, "homo_lumo_gap_ev": 7.9, "total_charge": 0, "energy_ha": -109678.54620, "elements": ["C", "C", "C", "C", "C", "C", "C", "C", "C", "C", "C", "C", "C", "O", "N", "C", "C", "C", "C", "C", "C", "C", "C", "C", "C", "H", "H", "H", "H", "H", "H", "H", "H", "H", "H", "H", "H", "H", "H", "H", "H", "H", "H", "H", "H", "H", "H", "H", "H", "H", "H", "H", "H", "H", "H", "H", "H", "H", "H", "H", "H", "H", "C", "Br", "Br", "Br", "H", "C", "Br", "Br", "Br", "H", "C", "Br", "Br", "Br", "H", "C", "Br", "Br", "Br", "H", "C", "Br", "Br", "Br", "H", "C", "Br", "Br", "Br", "H", "C", "Br", "Br", "Br", "H", "C", "Br", "Br", "Br", "H", "C", "Br", "Br", "Br", "H", "C", "Br", "Br", "Br", "H", "C", "Br", "Br", "Br", "H", "C", "Br", "Br", "Br", "H", "C", "Br", "Br", "Br", "H", "C", "Br", "Br", "Br", "H"], "positions_angstrom": [[6.844, -2.213, -0.657], [7.115, -0.880, -1.522], [6.470, 0.453, -0.838], [4.874, 0.276, -0.628], [4.014, 1.500, -1.285], [2.507, 1.492, -0.731], [1.494, 2.441, -1.588], [0.555, 1.543, -2.534], [-0.977, 2.089, -2.644], [-1.948, 0.817, -2.746], [-3.516, 1.164, -2.455], [-3.734, 2.051, -1.140], [-2.906, 1.699, 0.208], [-1.764, 1.209, 0.363], [-3.858, 2.172, 1.268], [-4.845, 3.166, 0.726], [-5.206, 2.525, -0.708], [-6.436, 1.491, -0.761], [-6.026, -0.038, -0.575], [-5.365, -0.657, 0.683], [-5.037, -2.188, 0.783], [-5.365, -3.200, -0.379], [-6.010, -2.579, -1.650], [-6.344, -1.043, -1.751], [-7.045, -0.592, -3.134], [7.782, -2.560, -0.074], [6.542, -3.088, -1.337], [6.012, -2.094, 0.124], [8.266, -0.777, -1.612], [6.736, -0.951, -2.608], [6.729, 1.358, -1.489], [7.011, 0.564, 0.182], [4.570, -0.681, -1.180], [4.697, 0.221, 0.501], [4.594, 2.457, -0.999], [4.008, 1.324, -2.415], [2.565, 1.813, 0.380], [2.167, 0.393, -0.709], [0.907, 3.040, -0.800], [2.165, 3.119, -2.244], [1.063, 1.412, -3.548], [0.484, 0.502, -2.034], [-1.147, 2.755, -1.734], [-0.997, 2.755, -3.592], [-1.794, 0.348, -3.782], [-1.595, 0.017, -1.988], [-4.077, 0.170, -2.472], [-3.868, 1.746, -3.391], [-3.247, 3.057, -1.462], [-3.352, 2.673, 2.021], [-5.825, 3.334, 1.286], [-4.471, 4.214, 0.459], [-5.523, 3.309, -1.500], [-7.058, 1.710, -1.696], [-7.125, 1.756, 0.134], [-5.120, -0.013, 1.590], [-4.572, -2.667, 1.727], [-5.156, -4.318, -0.308], [-6.271, -3.290, -2.512], [-7.677, -1.506, -3.462], [-6.262, -0.400, -3.946], [-7.790, 0.265, -3.009], [-4.274, -3.171, 5.281], [-5.185, -4.391, 6.484], [-4.685, -3.549, 3.423], [-4.623, -1.317, 5.727], [-3.205, -3.335, 5.411], [-4.335, -7.671, 1.893], [-4.990, -6.500, 0.491], [-2.403, -7.599, 2.048], [-5.209, -7.323, 3.590], [-4.594, -8.689, 1.605], [-1.078, 6.410, -1.457], [-2.061, 5.214, -0.288], [-1.463, 6.068, -3.327], [-1.362, 8.270, -0.989], [-0.019, 6.202, -1.307], [-0.552, 10.782, 2.473], [-1.512, 11.714, 1.067], [-1.755, 9.827, 3.658], [0.825, 9.622, 1.755], [-0.050, 11.541, 3.072], [11.722, -2.065, -1.248], [11.552, -1.486, -3.092], [10.979, -0.766, -0.014], [10.969, -3.832, -0.976], [12.787, -2.136, -1.034], [6.393, -4.499, 1.919], [8.326, -4.351, 1.978], [5.528, -2.841, 2.432], [5.771, -5.131, 0.193], [6.107, -5.249, 2.655], [-7.653, 3.292, 3.822], [-6.623, 1.707, 4.255], [-9.478, 3.164, 4.467], [-6.781, 4.911, 4.440], [-7.704, 3.352, 2.736], [7.951, 1.612, -4.836], [6.443, 2.069, -3.704], [9.641, 1.923, -3.937], [7.819, -0.199, -5.518], [7.919, 2.279, -5.696], [2.063, 11.475, -2.059], [2.341, 12.314, -3.785], [2.466, 9.579, -2.106], [3.037, 12.384, -0.649], [1.003, 11.570, -1.826], [-5.460, -4.131, -5.807], [-4.462, -5.737, -5.377], [-7.296, -4.236, -5.188], [-4.570, -2.535, -5.158], [-5.494, -4.058, -6.893], [-4.132, -8.155, 7.535], [-5.626, -7.797, 8.720], [-2.432, -7.735, 8.369], [-4.172, -9.971, 6.854], [-4.239, -7.491, 6.678], [-0.174, -3.874, 1.597], [0.852, -2.404, 2.337], [-1.979, -3.330, 1.143], [0.730, -4.701, 0.093], [-0.254, -4.632, 2.376], [-1.324, -11.433, 9.645], [-2.175, -13.008, 8.899], [-1.455, -11.391, 11.580], [0.510, -11.250, 9.042], [-1.871, -10.568, 9.270], [12.716, 4.537, -4.712], [13.527, 6.210, -4.159], [13.523, 3.845, -6.334], [12.728, 3.224, -3.285], [11.672, 4.749, -4.941]]}

Record 2
{"formula": "C37H51BrN6O6PSSr", "method": "ωB97M-V/def2-TZVPD", "e_lumo_ev": -2.3, "fmax_ha_per_bohr": 0.0827, "e_above_lowest_kj_mol": 164.5, "spin_multiplicity": 1, "homo_lumo_gap_ev": 7.6, "total_charge": 1, "energy_ha": -5564.73026, "elements": ["Sr", "C", "O", "C", "C", "O", "C", "C", "O", "C", "H", "H", "H", "H", "H", "H", "H", "H", "H", "H", "H", "H", "H", "H", "N", "C", "C", "C", "C", "C", "C", "S", "N", "C", "C", "C", "C", "C", "C", "N", "H", "H", "H", "H", "H", "H", "H", "H", "H", "Br", "C", "C", "C", "C", "C", "C", "C", "O", "O", "H", "H", "H", "H", "O", "P", "N", "C", "C", "C", "C", "N", "C", "C", "C", "C", "N", "C", "C", "C", "C", "H", "H", "H", "H", "H", "H", "H", "H", "H", "H", "H", "H", "H", "H", "H", "H", "H", "H", "H", "H", "H", "H", "H", "H"], "positions_angstrom": [[-0.763, -0.197, 2.002], [-3.827, 1.033, 2.552], [-2.725, 0.927, 3.451], [-3.153, 0.295, 4.598], [-1.888, -0.240, 5.316], [-1.168, -1.048, 4.416], [-0.540, -2.124, 4.980], [0.175, -2.900, 3.909], [0.966, -2.045, 3.039], [1.861, -2.810, 2.249], [-3.513, 1.470, 1.626], [-4.176, 0.048, 2.333], [-4.618, 1.631, 3.019], [-3.701, 1.060, 5.164], [-3.847, -0.510, 4.261], [-1.237, 0.636, 5.626], [-2.218, -0.760, 6.230], [0.082, -1.811, 5.813], [-1.327, -2.848, 5.323], [0.661, -3.697, 4.365], [-0.625, -3.335, 3.345], [1.462, -3.451, 1.505], [2.516, -2.165, 1.666], [2.498, -3.434, 2.942], [1.529, 3.714, 0.931], [0.939, 4.236, -0.236], [1.705, 4.979, -1.098], [1.069, 5.541, -2.222], [-0.217, 5.332, -2.461], [-1.036, 4.582, -1.551], [-0.431, 4.018, -0.421], [-1.389, 2.928, 0.617], [-0.295, 2.543, 1.875], [0.941, 2.885, 1.816], [1.922, 2.319, 2.839], [2.892, 3.168, 3.472], [3.713, 2.534, 4.393], [3.618, 1.203, 4.711], [2.661, 0.439, 4.015], [1.837, 0.977, 3.118], [2.473, 3.796, 0.955], [2.699, 5.198, -0.816], [1.628, 6.160, -2.920], [-0.770, 5.940, -3.165], [-2.111, 4.497, -1.664], [2.969, 4.225, 3.236], [4.533, 3.084, 4.846], [4.411, 0.801, 5.318], [2.526, -0.649, 4.055], [-4.324, -3.132, -4.251], [-4.276, -3.504, -2.392], [-4.678, -4.737, -1.954], [-4.480, -5.056, -0.618], [-3.817, -4.219, 0.255], [-3.465, -2.943, -0.214], [-3.736, -2.612, -1.539], [-2.648, -1.927, 0.562], [-1.939, -2.411, 1.479], [-2.610, -0.686, 0.324], [-5.105, -5.394, -2.721], [-4.763, -6.040, -0.337], [-3.564, -4.488, 1.295], [-3.320, -1.658, -1.880], [0.350, -0.039, -0.134], [0.818, -0.038, -1.570], [2.396, 0.282, -1.760], [3.422, -0.760, -1.605], [4.668, -0.021, -1.899], [4.483, 1.368, -1.201], [3.025, 1.645, -1.641], [0.654, -1.533, -2.193], [0.127, -2.741, -1.464], [-0.536, -3.587, -2.557], [0.271, -3.199, -3.775], [0.623, -1.754, -3.627], [0.123, 1.070, -2.569], [0.693, 1.692, -3.719], [-0.522, 1.796, -4.663], [-1.758, 1.815, -3.846], [-1.348, 0.919, -2.603], [3.308, -1.615, -2.308], [3.304, -1.325, -0.634], [4.857, 0.125, -2.951], [5.577, -0.510, -1.397], [5.240, 2.112, -1.427], [4.621, 1.119, -0.074], [2.912, 2.122, -2.600], [2.506, 2.263, -0.912], [-0.558, -2.288, -0.731], [0.981, -3.213, -1.009], [-1.549, -3.237, -2.636], [-0.444, -4.640, -2.245], [-0.109, -3.396, -4.774], [1.193, -3.823, -3.796], [-0.224, -1.147, -4.094], [1.610, -1.491, -4.049], [1.429, 0.978, -4.197], [1.054, 2.700, -3.564], [-0.561, 0.927, -5.346], [-0.526, 2.599, -5.350], [-2.680, 1.475, -4.398], [-1.989, 2.826, -3.567], [-1.573, -0.115, -2.803], [-1.853, 1.268, -1.691]]}